No. 1
C31H17Cl5GeN2PtS2 | ωB97M-V with the def2-TZVPD basis set

The geometry in XYZ format:
```
59
Properties=species:S:1:pos:R:3
C 1.608 -0.993 0.004
Cl -6.279 -0.785 3.569
C 2.355 -1.253 1.258
H 2.628 -1.353 5.229
C 3.044 2.151 -0.485
N -3.041 -3.718 -6.248
H -2.222 -2.936 -3.005
Cl -4.234 -1.718 6.083
S -2.335 1.833 -1.819
C -3.818 -0.160 2.528
C -2.897 0.659 -4.188
C 3.107 -0.294 2.053
C -4.575 -0.648 3.531
Cl -4.431 0.522 1.081
C 2.867 -2.787 1.099
C 1.909 -2.436 2.124
H -1.576 2.366 0.794
C 1.699 -2.106 -0.824
C 0.786 0.573 -2.518
H -3.078 1.671 -4.526
Ge 0.630 0.604 -0.566
C -2.933 -2.815 -5.545
H 1.196 -2.188 -1.778
C 3.496 4.214 0.660
C 2.044 -2.383 3.409
H 4.177 5.014 0.923
C -2.410 -0.153 2.930
C -3.697 -1.002 4.626
H 1.851 5.030 1.770
C -3.045 -0.389 -5.081
C -2.415 -1.924 -3.336
C -2.799 -1.703 -4.648
S -1.768 -1.259 -0.800
C -2.274 -0.873 -2.426
Pt -1.663 0.896 0.203
H 3.393 0.638 1.585
H 0.425 -0.361 -2.946
H 3.884 0.324 3.897
C 2.688 -1.471 4.154
H 0.304 3.210 1.179
C 1.318 3.195 0.799
C -3.438 -0.115 -6.433
C -2.422 -0.700 4.291
Cl 0.152 0.488 2.851
Cl -1.087 -1.053 5.305
H 1.842 0.690 -2.767
C -1.411 0.311 2.133
N -3.748 0.122 -7.515
C 1.730 2.144 -0.012
C 3.923 3.174 -0.154
H 0.225 1.400 -2.947
H 2.722 -4.047 -0.761
C 3.347 -0.464 3.378
C 2.192 4.222 1.134
C 2.438 -3.131 -0.266
H 4.939 3.157 -0.530
H 3.795 -3.172 1.515
C -2.517 0.444 -2.861
H 3.399 1.338 -1.110
```

- multiplicity = 2
- charge = -1
- orbital gap (spin up / spin down) (eV) = 6.841 / 6.560
- E_HOMO (spin up / spin down) (eV) = -5.004 / -5.414


No. 2
C31H19BrF4N11OPtS | ωB97M-V with the def2-TZVPD basis set

The geometry in XYZ format:
```
69
Properties=species:S:1:pos:R:3
C 0.823 -5.000 -0.393
H -4.872 -1.089 1.261
H 4.275 1.857 -1.069
H 2.925 -0.142 -0.617
C -2.665 1.021 -2.014
H -1.414 -2.006 2.653
F -3.311 -0.112 -1.774
C 3.585 4.489 -0.282
H 0.930 -1.715 6.218
N -1.423 -2.019 -0.108
N 0.518 -1.269 2.417
C -3.443 4.483 -3.113
C -2.111 -4.416 -0.817
S -1.665 0.526 1.175
H 2.539 -6.254 -0.076
C 2.392 -2.925 0.407
N -0.852 -2.620 -2.061
H 3.969 -4.341 0.664
H -4.348 0.467 1.812
N 1.761 -0.427 -2.924
F 0.690 2.360 -1.987
H -2.126 -4.992 0.108
H 5.553 3.876 -0.074
F -4.687 2.035 -2.430
C 1.899 3.164 0.964
N -4.128 -0.419 1.390
C -0.489 -0.182 -1.634
C -2.815 5.695 -3.512
C 0.337 -3.713 -0.325
H -3.087 -3.960 -0.967
H 2.838 -0.939 4.805
Pt 0.142 -0.703 0.435
N -2.628 -1.921 0.563
C -0.498 -1.739 3.159
N 1.543 0.844 0.576
C -0.382 -1.907 4.526
C 2.658 0.807 -0.172
C -4.860 4.507 -3.232
C 1.694 -0.995 3.008
N 1.120 -2.683 0.067
C -1.073 -1.525 -1.476
C 2.141 -5.248 -0.030
C -1.267 1.048 -1.906
H 0.184 -5.801 -0.739
N 4.921 4.594 -0.383
N -6.007 4.576 -3.324
Br -1.852 -2.522 5.487
C -0.619 2.268 -2.142
O 2.781 5.363 -0.522
C 1.877 -1.162 4.364
C -2.898 -0.727 0.977
C -1.308 3.393 -2.517
F -0.645 4.490 -2.726
H 0.322 1.995 1.809
H 5.312 5.484 -0.654
C 3.011 3.147 0.123
H 1.574 4.092 1.416
H -1.914 -5.075 -1.663
C 3.417 1.936 -0.415
C 1.193 2.009 1.170
N -2.352 6.689 -3.869
C -1.054 -3.359 -0.795
C -3.389 2.127 -2.363
C -2.738 3.373 -2.669
C 0.821 -1.604 5.147
H 2.496 -0.640 2.379
H 2.989 -2.074 0.706
C 2.937 -4.193 0.378
C 0.751 -0.297 -2.393
```

- charge = +3
- orbital gap (eV) = 5.021
- E_HOMO (eV) = -17.075


One value per record, in order, for E_tot: -179446.201, -145857.092 eV.
One value per record, in order, for energy relative to the best compared isomer or geometry (same formula, charge and spin): 162.3, 0.0 kcal per mole.
One value per record, in order, for strongest force on any atom: 0.82, 1.71 eV/A.